1.
This record from OMol25 describes a structure of composition C8H18FGaIO2. The level of theory is ωB97M-V/def2-TZVPD.

Calculated values
**Charge**: -1
**Frontier orbital gap**: 7.644 eV
**Multiplicity**: 1

Cartesian coordinates (Å):
F 3.08 -3.45 -2.51
Ga 2.45 -1.77 -2.55
I -0.18 -1.98 -2.58
H 2.92 -1.06 -3.90
H 2.87 -0.97 -1.25
C -3.75 -1.35 1.05
C -3.06 -2.69 1.32
C -3.67 -3.58 0.24
O -3.95 -2.72 -0.87
C -3.80 -1.36 -0.48
H -3.21 -0.50 1.44
H -4.76 -1.35 1.47
H -1.99 -2.60 1.16
H -3.23 -3.08 2.32
H -4.61 -4.03 0.58
H -3.01 -4.37 -0.10
H -2.87 -0.96 -0.89
H -4.64 -0.79 -0.88
C 3.27 3.89 0.44
C 2.28 3.27 1.43
C 1.63 2.20 0.56
O 2.61 1.78 -0.37
C 3.72 2.67 -0.35
H 4.10 4.42 0.92
H 2.75 4.60 -0.21
H 2.83 2.80 2.26
H 1.57 3.97 1.85
H 0.77 2.61 0.01
H 1.29 1.33 1.12
H 4.57 2.17 0.14
H 4.01 2.90 -1.38



2.
This record from OMol25 describes a structure of composition C34H32BrF4N5O2PRuS3. The level of theory is ωB97M-V/def2-TZVPD.

Calculated values
**Charge**: +2
**Frontier orbital gap (spin up / spin down)**: 6.713 / 5.516 eV
**Multiplicity**: 2

Cartesian coordinates (Å):
Ru -1.02 0.86 0.82
O 3.58 3.20 -0.98
C 3.73 1.89 -1.31
C 4.87 1.45 -1.98
C 5.02 0.13 -2.33
C 4.03 -0.80 -2.01
C 2.90 -0.37 -1.35
C 2.72 0.97 -0.99
C 1.49 1.35 -0.28
O 0.53 0.41 -0.25
N 1.34 2.49 0.30
N 0.09 2.63 0.89
C -0.22 3.86 1.12
S -1.73 4.34 1.86
C -1.55 6.09 1.40
C -0.08 6.44 1.53
S 0.89 5.14 0.71
H 4.35 3.69 -1.29
H 5.64 2.17 -2.22
H 5.92 -0.19 -2.84
H 4.15 -1.84 -2.28
H 2.13 -1.08 -1.09
H -2.17 6.67 2.08
H -1.90 6.22 0.38
H 0.23 6.51 2.57
H 0.15 7.38 1.02
F 2.50 -5.19 1.66
C 1.54 -4.34 1.37
C 0.59 -4.66 0.41
F 0.64 -5.83 -0.21
C -0.42 -3.76 0.11
F -1.31 -4.13 -0.81
C -0.51 -2.52 0.73
P -1.85 -1.34 0.35
C -3.29 -2.05 1.20
C -3.90 -3.22 0.76
C -4.96 -3.77 1.47
C -5.40 -3.17 2.64
C -4.79 -2.01 3.10
C -3.74 -1.46 2.38
C -2.15 -1.53 -1.43
C -1.05 -1.45 -2.29
C -1.23 -1.56 -3.66
C -2.51 -1.74 -4.18
C -3.60 -1.83 -3.33
C -3.42 -1.72 -1.96
C 0.46 -2.23 1.69
Br 0.47 -0.60 2.66
C 1.46 -3.12 2.01
F 2.37 -2.82 2.93
H -3.56 -3.71 -0.14
H -5.42 -4.68 1.11
H -6.22 -3.61 3.19
H -5.13 -1.55 4.01
H -3.25 -0.57 2.75
H -0.06 -1.30 -1.90
H -0.38 -1.50 -4.32
H -2.65 -1.84 -5.25
H -4.59 -2.00 -3.73
H -4.28 -1.80 -1.30
C -3.78 0.94 5.60
C -2.58 1.79 5.15
C -2.26 1.56 3.75
N -2.00 1.39 2.64
H -3.96 1.12 6.65
H -3.58 -0.12 5.46
H -4.68 1.21 5.05
H -1.69 1.55 5.73
H -2.77 2.86 5.27
C -5.46 1.51 -2.97
N -4.08 1.57 -2.48
C -3.59 1.35 -1.27
S -1.94 1.86 -1.06
N -4.27 0.84 -0.26
C -5.61 0.24 -0.25
H -5.50 2.09 -3.89
H -6.14 1.97 -2.26
H -5.76 0.49 -3.19
H -3.38 1.80 -3.17
H -3.82 0.94 0.64
H -6.40 0.98 -0.20
H -5.67 -0.40 0.63
H -5.75 -0.40 -1.12



3.
This record from OMol25 describes a structure of composition C29H20Cl3FeNOPS2. The level of theory is ωB97M-V/def2-TZVPD.

Calculated values
**Frontier orbital gap (spin up / spin down)**: 7.718 / 7.373 eV
**Multiplicity**: 2

Cartesian coordinates (Å):
Fe -0.15 1.05 0.26
Cl 5.04 1.72 5.09
C 3.56 1.64 4.19
C 3.60 1.33 2.84
C 2.40 1.28 2.16
Cl 2.37 0.88 0.46
C 1.15 1.51 2.74
O 0.03 1.42 2.08
C 1.17 1.82 4.11
Cl -0.33 2.11 4.92
C 2.36 1.88 4.83
H 4.54 1.14 2.33
H 2.33 2.12 5.88
C -4.45 0.86 0.06
C -4.76 2.20 -0.12
C -3.74 3.12 -0.19
C -2.42 2.70 -0.07
N -2.14 1.40 0.13
C -3.12 0.50 0.18
C -1.24 3.57 -0.24
C -1.33 4.95 -0.36
C -0.19 5.70 -0.63
C 1.02 5.05 -0.80
C 1.12 3.67 -0.65
C -0.01 2.91 -0.35
H -5.21 0.09 0.10
H -5.79 2.51 -0.21
H -3.95 4.17 -0.36
H -2.82 -0.53 0.32
H -2.28 5.46 -0.24
H -0.26 6.77 -0.72
H 1.91 5.62 -1.04
H 2.08 3.20 -0.78
S -0.57 -1.37 1.09
P 0.00 -1.79 -0.76
S 0.13 -0.07 -1.81
C -1.13 -2.95 -1.59
C -1.92 -2.56 -2.66
C -2.80 -3.47 -3.23
C -2.88 -4.76 -2.74
C -2.09 -5.15 -1.67
C -1.21 -4.25 -1.09
C 1.60 -2.63 -0.80
C 2.03 -3.23 -1.98
C 3.28 -3.83 -2.04
C 4.10 -3.83 -0.92
C 3.68 -3.22 0.25
C 2.43 -2.62 0.31
H -1.85 -1.55 -3.04
H -3.42 -3.17 -4.07
H -3.57 -5.47 -3.19
H -2.15 -6.16 -1.28
H -0.59 -4.55 -0.26
H 1.39 -3.24 -2.86
H 3.61 -4.30 -2.96
H 5.07 -4.30 -0.97
H 4.32 -3.22 1.12
H 2.08 -2.15 1.23



4.
This record from OMol25 describes a structure of composition C38H46FeN4P2SSi2. The level of theory is ωB97M-V/def2-TZVPD.

Calculated values
**Charge**: +1
**Frontier orbital gap (spin up / spin down)**: 8.259 / 6.989 eV
**Multiplicity**: 6

Cartesian coordinates (Å):
Fe -0.99 -1.30 -0.41
C -3.50 -1.72 0.96
Si -3.41 0.15 0.74
C -4.66 0.64 -0.55
C -3.79 0.97 2.36
N -1.80 0.44 0.14
P -0.54 1.31 0.67
C 0.95 0.71 0.03
P 1.04 0.37 -1.66
N -0.04 -0.78 -2.05
Si -0.22 -1.77 -3.48
C -0.23 -0.74 -5.03
C 1.09 -3.09 -3.56
C -1.89 -2.60 -3.27
C 0.81 1.87 -2.62
C 1.85 2.75 -2.88
C 1.61 3.94 -3.55
C 0.32 4.26 -3.95
C -0.73 3.40 -3.67
C -0.49 2.20 -3.01
C 2.71 -0.22 -2.04
C 3.43 -0.89 -1.05
C 4.63 -1.50 -1.35
C 5.13 -1.45 -2.65
C 4.42 -0.78 -3.64
C 3.21 -0.17 -3.33
C -0.47 1.22 2.48
C -0.72 2.32 3.28
C -0.73 2.20 4.67
C -0.47 0.97 5.25
C -0.21 -0.14 4.45
C -0.21 -0.01 3.08
C -0.72 3.06 0.30
C -1.96 3.56 -0.08
C -2.10 4.91 -0.39
C -1.00 5.75 -0.32
C 0.24 5.25 0.05
C 0.38 3.91 0.36
H -4.49 -2.05 1.30
H -3.34 -2.26 0.01
H -2.78 -2.07 1.70
H -5.65 0.24 -0.32
H -4.76 1.73 -0.62
H -4.37 0.27 -1.53
H -4.85 0.86 2.60
H -3.21 0.55 3.19
H -3.57 2.04 2.33
H 0.70 -0.17 -5.14
H -0.34 -1.37 -5.91
H -1.05 -0.02 -5.02
H 2.06 -2.68 -3.87
H 1.23 -3.55 -2.58
H 0.82 -3.87 -4.26
H -2.70 -1.87 -3.27
H -2.09 -3.33 -4.06
H -1.93 -3.16 -2.33
H 2.86 2.51 -2.56
H 2.43 4.62 -3.75
H 0.13 5.19 -4.47
H -1.74 3.66 -3.97
H -1.31 1.53 -2.79
H 3.04 -0.90 -0.04
H 5.19 -2.01 -0.58
H 6.07 -1.92 -2.89
H 4.81 -0.73 -4.65
H 2.67 0.35 -4.11
H -0.93 3.29 2.83
H -0.93 3.06 5.28
H -0.47 0.87 6.33
H 0.02 -1.09 4.91
H 0.03 -0.87 2.46
H -2.81 2.90 -0.16
H -3.07 5.30 -0.68
H -1.11 6.80 -0.56
H 1.10 5.91 0.09
H 1.35 3.51 0.64
N -1.44 -4.55 1.43
C -0.29 -3.90 1.67
S 0.46 -3.01 0.40
N 0.23 -4.03 2.88
C 1.31 -3.39 3.58
C 2.04 -2.30 3.12
C 3.02 -1.76 3.94
C 3.28 -2.29 5.20
C 2.55 -3.38 5.64
C 1.57 -3.93 4.84
H -1.74 -4.64 0.48
H -1.85 -5.17 2.11
H -0.25 -4.69 3.48
H 1.85 -1.86 2.16
H 3.57 -0.90 3.59
H 4.05 -1.85 5.82
H 2.75 -3.81 6.62
H 1.00 -4.78 5.19